C5H12NO2 | ωB97M-V/def2-TZVPD

Its spin multiplicity is 1. The total charge is -1. For the HOMO-LUMO gap, the calculation gives 5.21 eV. The largest force on an atom is 0.0386 Eh/bohr. The highest occupied orbital energy is -1.79 eV. For the LUMO energy, the calculation gives 3.41 eV.

```
20
Properties=species:S:1:pos:R:3:mulliken_charge:R:1
C 2.28 0.08 -1.45 -0.2848
O 2.06 0.77 -2.68 -0.4998
C 0.96 -0.43 -0.85 -0.6968
C 0.99 -0.89 0.64 -0.7706
C 0.43 0.05 1.66 -0.6571
C -0.95 -0.05 1.92 -0.1165
N -1.79 0.77 2.52 -0.9364
H 2.91 -0.79 -1.66 0.2487
H 2.78 0.80 -0.79 0.2935
H 0.15 0.26 -1.10 0.2842
H 0.76 -1.31 -1.48 0.2684
H 2.04 -1.16 0.82 0.3757
H 0.43 -1.84 0.58 0.3216
H 1.05 0.57 2.38 0.3165
H -1.51 -0.93 1.54 0.4354
H -1.22 1.53 2.91 0.1826
H -3.02 0.12 -1.56 0.2931
H -3.35 0.16 -0.04 0.3591
H 1.16 0.90 -2.87 0.2744
O -3.56 -0.31 -0.89 -0.6913
```

C2H6NO2 | ωB97M-V/def2-TZVPD

Its spin multiplicity is 1. The total charge is +1. For the HOMO-LUMO gap, the calculation gives 4.64 eV. The largest force on an atom is 0.1303 Eh/bohr. The highest occupied orbital energy is -12.39 eV. For the LUMO energy, the calculation gives -7.76 eV.

```
11
Properties=species:S:1:pos:R:3:mulliken_charge:R:1
C -1.43 3.84 2.19 -0.0561
N -0.70 4.60 1.31 -0.2834
H -1.73 2.86 1.90 0.2998
H -1.27 4.04 3.19 0.3117
H 0.34 4.78 1.27 0.3594
H -1.32 4.38 0.42 0.3685
O 0.50 -3.82 -1.24 -0.4412
C 1.26 -4.78 -1.63 0.2465
O 1.42 -4.72 -3.10 -0.4151
H 1.72 -5.57 -0.88 0.2883
H 1.20 -5.62 -3.41 0.3216
```

C32H22ClCoNO9PS | ωB97M-V/def2-TZVPD

Its spin multiplicity is 2. The total charge is -1. For the HOMO-LUMO gap (spin up / spin down), the calculation gives 7.32 / 7.34 eV. The largest force on an atom is 0.0114 Eh/bohr. The highest occupied orbital energy (spin up / spin down) is -5.45 / -5.43 eV. For the LUMO energy (spin up / spin down), the calculation gives 1.88 / 1.90 eV.

```
68
Properties=species:S:1:pos:R:3:mulliken_charge:R:1
Co -0.67 0.56 2.19 0.2010
O -3.74 -0.33 -1.50 -0.5028
C -2.91 0.25 -0.59 -0.2813
O -1.93 0.85 -0.91 -0.4645
C -3.43 0.09 0.81 0.7241
C -4.66 -0.49 1.04 -0.2023
C -5.18 -0.46 2.33 -0.7225
C -4.48 0.21 3.31 -0.3235
C -3.23 0.72 3.00 0.5967
N -2.68 0.59 1.79 -0.0059
C -2.38 1.52 4.00 0.2372
O -2.93 1.92 5.01 -0.7490
O -1.19 1.73 3.59 -0.3663
H -3.34 -0.14 -2.36 0.3575
H -5.20 -0.93 0.22 0.5422
H -6.13 -0.94 2.56 0.4369
H -4.86 0.35 4.32 0.5361
O 2.22 -0.83 2.26 -0.7147
S 2.41 0.60 2.26 1.6020
O 3.11 1.16 3.39 -0.7790
O 1.16 1.34 1.94 -0.6789
C 3.51 0.88 0.86 -0.2430
C 4.86 0.76 1.19 -0.8314
C 5.83 0.78 0.20 -0.5778
C 5.44 0.90 -1.14 -0.7531
C 4.10 1.04 -1.45 0.1731
C 3.12 1.05 -0.46 -0.2260
P 1.35 1.34 -0.95 0.1838
C 1.01 -0.19 -1.91 0.5866
C -0.06 -0.25 -2.80 -0.4497
C -0.35 -1.41 -3.51 -1.1592
C 0.40 -2.56 -3.30 -0.6078
C 1.41 -2.54 -2.35 -0.7939
C 1.71 -1.38 -1.66 -0.1554
C 1.70 2.62 -2.24 0.1883
C 2.39 3.75 -1.79 -0.3736
C 2.72 4.79 -2.64 -0.6578
C 2.35 4.74 -3.98 -0.4751
C 1.63 3.64 -4.44 -0.6883
C 1.32 2.60 -3.58 -0.2200
H 5.13 0.64 2.23 0.5027
H 6.87 0.68 0.46 0.3748
H 6.19 0.90 -1.93 0.4006
H 3.81 1.16 -2.49 0.4335
H -0.70 0.62 -2.92 0.9130
H -1.17 -1.41 -4.22 0.4004
H 0.19 -3.46 -3.87 0.3905
H 1.96 -3.45 -2.13 0.4303
H 2.49 -1.39 -0.91 0.3414
H 2.68 3.81 -0.74 0.4125
H 3.27 5.65 -2.26 0.3921
H 2.61 5.54 -4.65 0.3625
H 1.32 3.60 -5.48 0.3962
H 0.78 1.75 -3.98 0.3508
Cl -3.87 -5.89 1.48 -0.2761
C -3.05 -4.44 2.03 0.1248
C -3.23 -4.01 3.36 -0.5128
C -2.61 -2.89 3.82 -0.7554
C -1.75 -2.10 2.97 0.3438
O -1.19 -1.06 3.42 -0.7756
C -1.59 -2.57 1.62 0.6182
C -0.78 -1.87 0.68 0.0682
O -0.24 -0.77 0.84 1.2852
C -2.23 -3.75 1.19 -0.9073
H -3.87 -4.59 4.01 0.4120
H -2.73 -2.56 4.84 0.4866
H -0.61 -2.36 -0.30 -0.0768
H -2.08 -4.09 0.17 0.5011
```

C4H10O4 | ωB97M-V/def2-TZVPD

Its spin multiplicity is 2. The total charge is -1. For the HOMO-LUMO gap (spin up / spin down), the calculation gives 2.41 / 6.27 eV. The largest force on an atom is 0.0447 Eh/bohr. The highest occupied orbital energy (spin up / spin down) is 0.17 / -3.70 eV. For the LUMO energy (spin up / spin down), the calculation gives 2.58 / 2.57 eV.

```
18
Properties=species:S:1:pos:R:3:mulliken_charge:R:1
O 1.91 -1.41 -0.97 -0.4315
C 1.35 -0.34 -0.95 -0.0160
C 0.64 0.38 0.13 -0.4906
C -0.34 -0.43 0.97 -0.2676
C -0.73 0.32 2.20 -0.7315
O 0.07 1.07 2.83 -0.4257
H 1.24 0.17 -1.97 0.2031
H 1.43 0.76 0.81 0.2066
H 0.08 1.25 -0.22 0.3777
H 0.22 -1.36 1.33 -0.0303
H -1.09 -0.83 0.30 0.3364
H -1.58 -0.14 2.73 0.2899
H 0.28 -2.19 3.97 0.3336
H -0.47 -3.57 3.83 0.3000
O -0.47 -2.72 4.21 -0.6527
H -0.59 2.74 -7.06 0.3078
H -1.29 2.94 -5.80 0.3235
O -0.64 3.36 -6.35 -0.6330
```

C5H6O | ωB97M-V/def2-TZVPD

Its spin multiplicity is 1. The total charge is 0. For the HOMO-LUMO gap, the calculation gives 10.55 eV. The largest force on an atom is 0.0103 Eh/bohr. The SMILES is C#CCC(C)=O. The highest occupied orbital energy is -9.69 eV. For the LUMO energy, the calculation gives 0.86 eV.

```
12
Properties=species:S:1:pos:R:3:mulliken_charge:R:1
C -1.23 1.50 1.51 0.1020
C -0.35 1.24 0.73 -0.4031
C 0.72 0.89 -0.20 -0.6454
C 0.93 -0.62 -0.36 0.6308
C -0.30 -1.45 -0.64 -1.0457
O 2.04 -1.10 -0.30 -0.5362
H -2.00 1.75 2.21 0.3944
H 0.49 1.30 -1.19 0.2817
H 1.67 1.32 0.13 0.2905
H -0.01 -2.48 -0.86 0.3095
H -0.87 -1.03 -1.48 0.3131
H -0.97 -1.44 0.23 0.3083
```

Question: Which of these has the highest total charge?
Answer: C2H6NO2

Question: Which value of total charge does entry 5 give?
Answer: 0

Question: Which formula does entry 1 have?
Answer: C5H12NO2

Question: What is the formula in the fifth record?
Answer: C5H6O